(1)
DFT (ωB97M-V/def2-TZVPD) results for a cluster of 3 separate species, C41H67BrN5O4P2 in total at a distorted geometry.

Gap between HOMO and LUMO (alpha / beta), eV: 5.5 / 6.1
E_HOMO (alpha / beta), eV: -10.3 / -10.9
E_LUMO (alpha / beta), eV: -4.78 / -4.78
Net charge: +1
⟨S²⟩: 2.009
Spin multiplicity: 3

Last column: Löwdin spin population.
Cartesian coordinates (Å):
C (-2.2866, -3.0142, 4.0981)  0.000
C (-1.5112, -1.8753, 4.9302)  0.000
C (-2.1109, -0.3958, 4.7698)  0.000
C (-1.9297, 0.2334, 3.2828)  0.000
N (-0.5869, 0.8653, 2.9640)  0.000
Br (0.9864, 0.4384, 3.8804)  0.000
C (-0.7913, 1.7517, 1.9231)  0.000
C (0.5416, 2.5003, 1.4508)  0.000
C (0.9319, 3.7902, 2.3137)  0.000
C (0.1016, 4.4195, 3.4590)  0.000
C (0.5974, 5.7119, 4.2152)  0.000
C (1.9589, 6.4570, 3.8641)  0.000
C (2.8047, 5.8170, 2.7211)  0.000
C (2.3185, 4.5109, 1.9701)  0.000
C (3.2353, 3.8577, 0.8165)  0.000
C (-2.3194, 1.8630, 1.4468)  0.000
O (-2.7084, 1.3997, 0.1359)  0.000
C (-2.4387, 0.0096, -0.0406)  0.000
O (-3.0888, -0.9422, 0.4691)  0.000
C (-1.2248, -0.4091, -1.0208)  0.000
C (-0.7710, 0.6435, -2.0789)  0.000
C (0.3773, 0.3437, -3.1056)  0.000
C (1.0872, -1.0468, -3.0354)  0.000
C (0.6178, -2.1322, -1.9836)  0.000
C (-0.5392, -1.8327, -0.9537)  0.000
P (-2.4931, 3.7766, 1.2150)  0.000
N (-3.8062, 4.1327, 0.3595)  0.000
C (-3.0644, 1.2955, 2.7650)  0.000
C (-3.1578, 2.2764, 4.0804)  0.000
P (-4.8632, 0.6816, 2.6385)  0.000
N (-5.5831, 1.3068, 1.3287)  0.000
H (-1.8888, -4.0743, 4.3481)  0.000
H (-2.0020, -2.8538, 2.9831)  0.000
H (-3.4340, -3.0022, 4.2472)  0.000
H (-1.6222, -2.1516, 6.0525)  0.000
H (-0.3978, -1.9738, 4.6919)  0.000
H (-3.1985, -0.3150, 5.1552)  0.000
H (-1.4874, 0.2848, 5.4768)  0.000
H (-1.8412, -0.7410, 2.6545)  0.000
H (1.4642, 1.8267, 1.3681)  0.000
H (0.3334, 2.8857, 0.3742)  0.000
H (-0.8904, 3.9603, 3.7793)  0.000
H (-0.0135, 6.1902, 5.0715)  0.000
H (2.2787, 7.4166, 4.4132)  0.000
H (3.8030, 6.2523, 2.3592)  0.000
H (3.6975, 2.8684, 1.2100)  0.000
H (4.1334, 4.5271, 0.5487)  0.000
H (2.6238, 3.6678, -0.1488)  0.000
H (-1.3323, 1.6452, -2.0933)  0.000
H (0.6581, 1.1520, -3.8724)  0.000
H (1.9534, -1.2611, -3.7622)  0.000
H (1.1570, -3.1478, -2.0011)  0.000
H (-0.8720, -2.6355, -0.2127)  0.000
H (-1.3219, 4.2773, 0.5179)  0.000
H (-2.5259, 4.4536, 2.4814)  0.000
H (-3.4444, 4.6081, -0.4977)  0.000
H (-3.8484, 1.7429, 4.8429)  0.000
H (-2.1491, 2.4009, 4.6101)  0.000
H (-3.6836, 3.2740, 3.8445)  0.000
H (-5.6190, 1.0248, 3.8107)  0.000
H (-4.8594, -0.7624, 2.5511)  0.000
H (-6.4291, 1.8436, 1.6191)  0.000
C (-6.9202, -6.4905, -1.2655)  0.002
C (-5.4023, -6.8173, -1.3438)  0.023
C (-4.8667, -7.1818, 0.0597)  0.013
C (-4.7047, -5.9790, 0.9839)  0.001
C (-3.8807, -4.8857, 0.3141)  0.013
C (-4.4236, -4.4835, -1.0744)  0.024
N (-4.6765, -5.6634, -1.9578)  0.322
O (-3.4678, -6.1178, -2.3965)  0.595
C (-5.7258, -3.6656, -0.8983)  0.001
C (-3.4398, -3.4695, -1.7121)  -0.001
C (-5.3385, -8.0992, -2.2197)  -0.001
H (-7.5410, -7.3643, -1.4840)  0.000
H (-7.2268, -6.1461, -0.2755)  0.000
H (-7.2090, -5.7334, -1.9995)  0.001
H (-3.8899, -7.6727, -0.0344)  0.003
H (-5.5274, -7.9124, 0.5365)  0.001
H (-5.6833, -5.5900, 1.2831)  0.000
H (-4.2092, -6.2940, 1.9072)  0.001
H (-3.8457, -4.0094, 0.9724)  0.001
H (-2.8443, -5.2359, 0.2238)  0.003
H (-6.1803, -3.4368, -1.8666)  0.001
H (-5.5205, -2.7106, -0.4050)  0.000
H (-6.4723, -4.1599, -0.2787)  0.000
H (-2.4229, -3.8627, -1.7938)  -0.001
H (-3.3685, -2.5615, -1.1058)  0.000
H (-3.7739, -3.1714, -2.7102)  0.000
H (-5.6977, -7.9033, -3.2349)  0.000
H (-5.9627, -8.8905, -1.7932)  0.000
H (-4.3292, -8.5129, -2.2878)  -0.001
C (8.7162, 1.6514, -4.1089)  0.002
C (7.8315, 2.9297, -4.0895)  0.023
C (8.2942, 3.8757, -2.9581)  0.013
C (7.8922, 3.4049, -1.5639)  0.001
C (6.3983, 3.1106, -1.4999)  0.013
C (5.9248, 2.1366, -2.6025)  0.024
N (6.3938, 2.5372, -3.9638)  0.321
O (5.6354, 3.5968, -4.3659)  0.597
C (6.4199, 0.7080, -2.2711)  0.001
C (4.3790, 2.0129, -2.5233)  -0.001
C (8.1461, 3.6253, -5.4429)  -0.001
H (9.5522, 1.7403, -4.8084)  0.000
H (9.1623, 1.4324, -3.1364)  0.000
H (8.1515, 0.7738, -4.4354)  0.001
H (7.8685, 4.8747, -3.1156)  0.003
H (9.3805, 4.0011, -2.9935)  0.001
H (8.4682, 2.5197, -1.2761)  0.000
H (8.1422, 4.1791, -0.8325)  0.001
H (6.1562, 2.7055, -0.5099)  0.001
H (5.8521, 4.0599, -1.5786)  0.003
H (6.1727, 0.0096, -3.0758)  0.001
H (5.9422, 0.3329, -1.3609)  0.000
H (7.4907, 0.6487, -2.0843)  0.000
H (3.8718, 2.9771, -2.6182)  -0.001
H (4.0682, 1.5985, -1.5576)  0.000
H (3.9980, 1.3468, -3.3025)  0.000
H (7.8315, 3.0061, -6.2887)  0.000
H (9.2206, 3.8056, -5.5445)  0.000
H (7.6648, 4.6021, -5.5363)  -0.001

---

(2)
DFT (ωB97M-V/def2-TZVPD) results for a structure of composition C41H68BGeN5O9RuSbSi2 at a distorted geometry.

Gap between HOMO and LUMO (alpha / beta), eV: 4.9 / 5.1
E_HOMO (alpha / beta), eV: -1.1 / -1.3
E_LUMO (alpha / beta), eV: 3.74 / 3.74
Net charge: -2
⟨S²⟩: 1.204
Spin multiplicity: 2

Last column: Löwdin spin population.
Cartesian coordinates (Å):
Ru (0.0085, 0.7302, 0.1966)  0.029
C (-0.8170, -2.6320, 2.2342)  0.000
Si (-2.0065, -1.1667, 2.3303)  0.004
C (-3.6671, -2.0254, 2.0666)  0.002
C (-1.9523, -0.6035, 4.1368)  0.000
N (-1.7335, 0.0660, 1.1865)  0.028
C (-2.7751, 0.9495, 0.8536)  -0.003
C (-3.8902, 1.2058, 1.6496)  0.004
C (-4.9360, 2.0357, 1.2331)  0.000
C (-4.8529, 2.6332, -0.0100)  0.004
C (-3.7194, 2.4277, -0.7970)  0.001
C (-2.6531, 1.6157, -0.3835)  -0.001
N (-1.4987, 1.4101, -1.1129)  0.003
Si (-1.1298, 2.3579, -2.5032)  -0.002
C (0.6011, 2.0104, -3.1401)  -0.001
C (-1.3083, 4.2162, -2.2285)  0.001
C (-2.3182, 1.9328, -3.9241)  0.000
H (-0.7354, -3.0967, 3.2238)  0.000
H (0.1864, -2.3740, 1.9024)  0.000
H (-1.2121, -3.3841, 1.5467)  0.000
H (-3.8338, -2.7820, 2.8443)  0.000
H (-3.6636, -2.5326, 1.0946)  0.000
H (-4.5107, -1.3329, 2.0720)  0.000
H (-1.9606, -1.4676, 4.8132)  0.000
H (-2.7963, 0.0403, 4.4004)  0.000
H (-1.0362, -0.0296, 4.3236)  0.000
H (-3.9372, 0.7566, 2.6373)  0.000
H (-5.7845, 2.2153, 1.8843)  0.000
H (-5.6500, 3.2779, -0.3638)  0.000
H (-3.6454, 2.9270, -1.7565)  0.000
H (1.2140, 2.9173, -3.1182)  0.000
H (0.5861, 1.6465, -4.1705)  0.000
H (1.1022, 1.2628, -2.5250)  0.000
H (-1.2215, 4.4391, -1.1610)  0.000
H (-2.2742, 4.5927, -2.5820)  0.000
H (-0.5192, 4.7690, -2.7523)  0.000
H (-2.5564, 0.8630, -3.9061)  0.000
H (-1.8584, 2.1720, -4.8919)  0.000
H (-3.2584, 2.4873, -3.8519)  0.000
C (0.3891, -4.5833, -2.9665)  -0.001
Ge (-0.7328, -3.9289, -1.4951)  -0.005
C (-2.5738, -3.6688, -2.0970)  -0.001
C (-0.6791, -5.3656, -0.1572)  -0.002
C (-0.0636, -2.1697, -0.8711)  -0.017
H (0.1342, -4.1004, -3.9138)  0.000
H (0.2685, -5.6636, -3.0737)  0.000
H (1.4375, -4.3622, -2.7542)  0.000
H (-2.5880, -3.4196, -3.1593)  0.000
H (-3.0148, -2.8323, -1.5509)  0.000
H (-3.1787, -4.5630, -1.9299)  0.000
H (-0.6990, -6.3204, -0.6887)  0.000
H (-1.5335, -5.3224, 0.5200)  0.000
H (0.2361, -5.3143, 0.4368)  0.000
H (0.8267, -2.2676, -0.2509)  -0.001
H (-0.8797, -1.6989, -0.3146)  -0.003
C (3.5350, -0.4747, 5.2271)  0.000
C (2.0949, -0.4795, 4.7253)  0.000
C (1.4049, -1.7800, 5.1474)  0.000
Sb (1.8838, -0.1308, 2.5666)  -0.002
C (3.8833, -0.8213, 2.0464)  0.000
C (3.8543, -2.3499, 2.0159)  0.000
C (4.3647, -0.2502, 0.7176)  0.000
C (2.1498, 2.0238, 2.7662)  0.001
C (0.8144, 2.5947, 3.2421)  0.001
C (3.2967, 2.5114, 3.6436)  0.001
H (3.5417, -0.5069, 6.3247)  0.000
H (4.0927, 0.4044, 4.9183)  0.000
H (4.0741, -1.3585, 4.8735)  0.000
H (1.5509, 0.3600, 5.1648)  0.000
H (1.9181, -2.6503, 4.7256)  0.000
H (0.3667, -1.8154, 4.8197)  0.000
H (1.4186, -1.8902, 6.2405)  0.000
H (4.5486, -0.4897, 2.8450)  0.000
H (3.1773, -2.7096, 1.2350)  0.000
H (3.5220, -2.7769, 2.9669)  0.000
H (4.8517, -2.7517, 1.7988)  0.000
H (3.6778, -0.4701, -0.0995)  0.000
H (5.3456, -0.6730, 0.4585)  0.000
H (4.4708, 0.8372, 0.7601)  0.000
H (2.3414, 2.3308, 1.7394)  0.000
H (0.6086, 2.2889, 4.2766)  0.001
H (-0.0189, 2.2721, 2.6208)  -0.001
H (0.8340, 3.6877, 3.2032)  0.001
H (3.1191, 2.2849, 4.6976)  0.000
H (3.3844, 3.6003, 3.5509)  0.001
H (4.2573, 2.0775, 3.3491)  0.000
O (5.0724, 6.6543, -0.5881)  -0.010
N (5.2906, 5.6588, -1.2559)  0.000
O (6.2636, 5.5537, -1.9897)  0.007
C (4.3545, 4.5489, -1.1657)  0.019
C (4.6165, 3.4152, -1.8772)  0.080
C (3.7732, 2.3117, -1.7457)  0.019
C (2.6426, 2.3010, -0.8474)  0.001
O (2.0434, 1.2622, -0.4665)  -0.013
C (2.3216, 3.6051, -0.2813)  0.003
C (3.2028, 4.6703, -0.3759)  0.147
N (1.1509, 3.7952, 0.4346)  0.268
O (0.1493, 2.9649, 0.3321)  0.159
O (1.0122, 4.8565, 1.1127)  0.246
N (4.1243, 1.1691, -2.5654)  0.007
O (3.5052, 0.1332, -2.4598)  0.013
O (5.0516, 1.2964, -3.3674)  0.003
H (5.4814, 3.3505, -2.5136)  0.005
H (2.9770, 5.5833, 0.1475)  0.013
C (2.2435, -0.1866, -8.7965)  0.000
C (2.5169, -1.3019, -7.7790)  0.000
C (2.2270, -2.6622, -8.4327)  0.000
C (4.0001, -1.2467, -7.4030)  0.000
C (1.6136, -1.1606, -6.5484)  0.000
C (0.2553, -0.8738, -6.7061)  0.000
C (-0.6390, -0.8359, -5.6336)  0.000
C (-0.1284, -1.1021, -4.3869)  0.000
O (-0.7727, -1.1835, -3.1784)  -0.001
B (0.2218, -1.5425, -2.2514)  -0.009
O (1.4467, -1.6817, -2.9025)  0.000
C (1.2136, -1.3866, -4.2164)  0.000
C (2.1049, -1.4189, -5.2616)  0.000
H (2.9447, -0.2626, -9.6323)  0.000
H (2.3640, 0.7943, -8.3303)  0.000
H (1.2332, -0.2448, -9.2058)  0.000
H (2.8540, -2.8087, -9.3195)  0.000
H (1.1782, -2.7316, -8.7314)  0.000
H (2.4296, -3.4716, -7.7271)  0.000
H (4.6078, -1.2499, -8.3118)  0.000
H (4.2980, -2.1101, -6.8044)  0.000
H (4.2328, -0.3431, -6.8343)  0.000
H (-0.1370, -0.6711, -7.6954)  0.000
H (-1.6810, -0.5789, -5.7726)  0.000
H (3.1485, -1.6129, -5.0547)  0.000

---

(3)
DFT (ωB97M-V/def2-TZVPD) results for a cluster of 5 separate species, C41H68F3IN6O6P in total at a distorted geometry.

Gap between HOMO and LUMO, eV: 7.1
E_HOMO, eV: -5.1
E_LUMO, eV: 1.98
Net charge: -1
Spin multiplicity: 1

Last column: Mulliken charge in e.
Cartesian coordinates (Å):
C (4.3621, 2.6598, 3.9620)  -0.181
C (3.2052, 2.8831, 3.7056)  -0.760
C (1.7672, 3.1706, 3.3864)  -0.590
C (0.8356, 1.9520, 3.6800)  -0.933
C (-0.4760, 2.0734, 2.8569)  -1.830
C (-0.8154, 0.9320, 1.8360)  1.936
C (-2.2967, 1.4174, 1.3789)  -0.819
C (-3.4418, 0.4492, 1.8047)  -1.731
C (-2.4185, 1.7017, -0.1399)  0.402
C (-3.9048, 2.1646, -0.4004)  -1.406
O (-0.1061, 1.0101, 0.6102)  -0.793
P (0.9130, -0.3540, 0.2082)  0.831
C (-0.2423, -0.9967, -1.1283)  -0.897
C (-1.5763, -1.6702, -0.7141)  -0.067
C (-1.4621, -3.2119, -0.5067)  -0.476
C (-1.7049, -3.6553, 0.9519)  -0.702
N (-2.3679, -5.0087, 0.9212)  0.328
C (-3.7659, -4.8696, 1.3283)  -1.261
C (-1.6602, -5.9434, 1.7564)  0.573
C (-1.6716, -5.7601, 3.2795)  -0.795
O (-1.1017, -6.8702, 1.2378)  -0.600
C (2.3263, 0.5573, 1.2789)  0.619
C (3.6156, 0.7920, 0.5005)  -0.261
O (4.6144, 0.1683, 0.5954)  -0.560
I (3.6695, 2.4856, -0.9131)  -0.221
C (2.1442, -1.8531, 0.1090)  -0.846
F (1.4716, -3.0857, 0.3474)  -0.451
C (2.8179, -2.0356, -1.2585)  0.804
C (4.0724, -2.9379, -1.0738)  -1.409
O (0.2201, -1.2395, 1.5461)  -0.600
C (-0.7111, -0.5359, 2.3246)  -0.140
N (-0.3072, -0.8072, 3.7510)  0.666
C (-1.4148, -1.1322, 4.5573)  0.510
O (-1.9687, -2.1746, 4.5809)  -0.388
F (-1.9030, -0.1662, 5.3345)  -0.303
C (0.7507, -1.7513, 3.8519)  0.521
O (1.8636, -1.4053, 4.0192)  -0.516
F (0.5070, -3.0553, 3.8225)  -0.173
H (5.4106, 2.7365, 4.1537)  0.463
H (1.7038, 3.5097, 2.3457)  0.084
H (1.4857, 4.0325, 4.0072)  0.671
H (0.5789, 2.0473, 4.7468)  0.644
H (1.3856, 1.0184, 3.5800)  0.199
H (-0.4030, 2.9732, 2.2275)  0.712
H (-1.3124, 2.2224, 3.5493)  0.457
H (-2.5427, 2.3791, 1.8510)  0.923
H (-3.2194, -0.0486, 2.7601)  0.159
H (-4.3311, 1.0628, 2.0203)  0.565
H (-3.7556, -0.2569, 1.0301)  0.260
H (-1.8117, 2.5576, -0.4520)  0.485
H (-2.2754, 0.8218, -0.7665)  -0.343
H (-3.9059, 2.6557, -1.3869)  0.504
H (-4.2562, 2.8743, 0.3563)  0.185
H (-4.5484, 1.2873, -0.5013)  0.296
H (1.5835, 0.2997, -0.9037)  0.360
H (-0.5161, -0.1184, -1.7373)  0.778
H (0.2428, -1.6870, -1.8322)  -0.483
H (-2.1238, -1.1779, 0.0950)  -0.876
H (-2.2383, -1.5723, -1.5961)  1.004
H (-2.2436, -3.6999, -1.1043)  0.525
H (-0.5205, -3.5933, -0.9238)  -0.157
H (-2.4666, -2.9799, 1.3731)  0.266
H (-0.7915, -3.7080, 1.5511)  0.319
H (-4.2803, -5.8347, 1.4281)  0.355
H (-3.8790, -4.3497, 2.3019)  0.419
H (-4.2817, -4.2728, 0.5651)  0.312
H (-1.2973, -4.7582, 3.5146)  0.151
H (-1.0934, -6.5667, 3.7299)  0.332
H (-2.7228, -5.8100, 3.5973)  0.296
H (2.5959, 0.0496, 2.2136)  0.397
H (1.9827, 1.5782, 1.4725)  -0.545
H (2.8953, -1.8080, 0.9085)  1.061
H (2.1437, -2.5637, -1.9422)  -0.631
H (3.1734, -1.0937, -1.6931)  0.293
H (4.8414, -2.3742, -0.5261)  0.264
H (3.8349, -3.8052, -0.4413)  0.317
H (4.4796, -3.2815, -2.0316)  0.326
H (-1.6001, -1.1741, 2.1909)  0.012
C (3.4386, 8.8212, 0.2489)  -1.127
C (3.8452, 7.4084, -0.1564)  -0.454
C (2.6549, 6.5393, -0.5710)  0.112
C (1.7045, 6.3998, 0.5500)  0.260
N (0.9729, 6.2909, 1.4264)  -0.490
H (2.7838, 8.8135, 1.1216)  0.336
H (4.3187, 9.4117, 0.5073)  0.332
H (2.9177, 9.3290, -0.5661)  0.291
H (4.3711, 6.9347, 0.6748)  0.302
H (4.5477, 7.4629, -0.9907)  0.322
H (2.9968, 5.5469, -0.8624)  -0.231
H (2.1340, 6.9825, -1.4214)  0.318
C (0.3425, -5.9797, -3.8121)  -1.081
C (0.4529, -4.9446, -4.9272)  -0.664
C (0.0161, -3.5474, -4.4826)  1.239
C (-1.3964, -3.5583, -4.0509)  0.140
N (-2.4920, -3.5651, -3.7073)  -0.578
H (-0.6895, -6.1037, -3.4800)  0.346
H (0.6919, -6.9530, -4.1603)  0.378
H (0.9462, -5.6923, -2.9490)  0.204
H (-0.1536, -5.2665, -5.7777)  0.339
H (1.4879, -4.8950, -5.2713)  0.352
H (0.1242, -2.8351, -5.3006)  0.440
H (0.6333, -3.2015, -3.6518)  -1.023
C (-6.4322, 5.2795, 0.2061)  -0.811
C (-7.9278, 4.9955, 0.1251)  -0.444
C (-8.3652, 3.8348, 1.0242)  -0.442
C (-7.6778, 2.5877, 0.6350)  0.292
N (-7.1371, 1.6231, 0.3325)  -0.424
H (-5.8443, 4.4275, -0.1369)  0.077
H (-6.1715, 6.1297, -0.4252)  0.348
H (-6.1317, 5.5137, 1.2297)  0.308
H (-8.1944, 4.7763, -0.9110)  0.297
H (-8.4800, 5.8922, 0.4157)  0.298
H (-9.4411, 3.6779, 0.9430)  0.296
H (-8.1330, 4.0502, 2.0682)  0.272
C (6.8100, -1.9713, -3.6358)  -0.902
C (6.8636, -1.5177, -5.0892)  -0.473
C (5.6288, -0.7079, -5.5001)  -0.432
C (4.4035, -1.5211, -5.3555)  0.304
N (3.4587, -2.1616, -5.2440)  -0.437
H (5.9643, -2.6341, -3.4587)  0.105
H (7.7152, -2.5199, -3.3723)  0.363
H (6.7222, -1.1176, -2.9608)  0.319
H (6.9605, -2.3920, -5.7371)  0.307
H (7.7557, -0.9060, -5.2421)  0.307
H (5.7120, -0.3904, -6.5400)  0.302
H (5.5319, 0.1849, -4.8804)  0.268

---

Which formula does entry 1 have? C41H67BrN5O4P2

---

Among the records above, which one has the highest spin multiplicity? C41H67BrN5O4P2

---

Look up the net charge of the third one. -1